Entry w
Entry from the Open Molecules 2025 dataset: a 10-piece molecular cluster, C30H70N10O10 overall (wB97M-V/def2-TZVPD).

Cartesian coordinates (Å):
C 6.892 -0.719 -1.537
N 5.791 0.268 -1.661
C 5.895 1.569 -2.366
C 4.690 0.151 -0.838
O 3.797 1.003 -0.908
H 6.564 -1.534 -0.848
H 7.747 -0.211 -1.051
H 7.169 -1.140 -2.523
H 6.110 2.356 -1.605
H 6.774 1.590 -3.045
H 5.050 1.826 -2.907
H 4.550 -0.761 -0.280
C -0.925 -1.574 0.516
N 0.301 -0.708 0.449
C 1.579 -1.380 -0.013
C 0.256 0.659 0.303
O -0.769 1.326 0.442
H -1.681 -1.078 1.134
H -0.524 -2.480 0.890
H -1.328 -1.734 -0.494
H 1.381 -2.245 -0.673
H 2.240 -0.792 -0.611
H 2.249 -1.708 0.842
H 1.241 1.107 0.212
C 4.335 -4.615 -3.665
N 4.223 -3.672 -2.611
C 3.249 -2.575 -2.901
C 4.955 -3.829 -1.447
O 4.909 -3.098 -0.465
H 5.180 -4.442 -4.394
H 3.321 -4.718 -4.150
H 4.501 -5.627 -3.271
H 2.240 -3.108 -2.771
H 3.308 -1.824 -2.104
H 3.294 -2.254 -3.939
H 5.583 -4.687 -1.418
C -2.391 4.252 0.827
N -3.185 3.962 2.031
C -4.066 5.047 2.554
C -3.240 2.694 2.467
O -3.887 2.275 3.427
H -3.008 4.660 0.017
H -1.917 3.294 0.493
H -1.615 5.061 0.943
H -3.953 5.009 3.602
H -3.657 6.038 2.234
H -5.119 4.965 2.170
H -2.566 2.048 1.749
C -5.978 0.410 -0.462
N -6.999 0.085 0.512
C -7.778 1.200 0.957
C -7.238 -1.131 0.969
O -6.688 -2.175 0.729
H -5.273 1.111 -0.045
H -6.385 0.938 -1.369
H -5.499 -0.538 -0.786
H -8.536 0.868 1.739
H -7.133 1.920 1.388
H -8.242 1.678 0.074
H -7.979 -1.142 1.779
C 2.953 4.434 -0.442
N 1.967 4.811 -1.507
C 2.543 5.245 -2.836
C 0.645 4.961 -1.199
O -0.219 5.324 -1.988
H 3.705 5.254 -0.244
H 3.550 3.589 -0.843
H 2.456 4.172 0.495
H 2.094 4.708 -3.665
H 2.240 6.298 -3.012
H 3.638 5.162 -2.836
H 0.453 5.005 -0.160
C 1.263 -7.592 -1.008
N 1.308 -6.180 -1.039
C 0.076 -5.482 -1.157
C 2.392 -5.593 -0.448
O 3.422 -6.072 -0.102
H 0.633 -8.040 -0.182
H 2.211 -7.992 -0.767
H 0.921 -7.999 -1.938
H -0.215 -5.389 -2.139
H -0.686 -6.157 -0.678
H 0.241 -4.539 -0.666
H 2.225 -4.538 -0.451
C -1.866 2.381 -3.193
N -0.899 1.311 -2.994
C 0.482 1.624 -2.974
C -1.325 0.045 -2.910
O -0.633 -0.988 -2.811
H -1.717 3.153 -2.424
H -2.874 2.022 -3.233
H -1.739 2.894 -4.134
H 0.974 0.773 -2.451
H 0.913 1.884 -3.938
H 0.602 2.526 -2.391
H -2.349 -0.025 -2.886
C 0.089 1.137 4.383
N 0.896 1.771 3.373
C 2.339 1.400 3.334
C 0.470 2.962 2.923
O 1.107 3.803 2.323
H -0.865 1.692 4.406
H 0.511 1.260 5.406
H -0.043 0.038 4.116
H 2.836 1.565 4.293
H 2.365 0.348 3.119
H 2.787 1.965 2.507
H -0.618 3.107 2.996
C -4.748 -1.344 3.337
N -3.530 -2.132 3.510
C -2.524 -1.540 4.329
C -3.466 -3.409 3.138
O -2.510 -4.085 3.477
H -4.419 -0.350 3.070
H -5.377 -1.387 4.242
H -5.314 -1.744 2.528
H -1.589 -1.772 3.854
H -2.653 -0.426 4.320
H -2.585 -1.891 5.320
H -4.360 -3.829 2.556

The calculation puts the HOMO energy at -0.323 hartree. Its frontier orbital gap is 9.295 eV.

Entry x
Entry from the Open Molecules 2025 dataset: a 10-piece molecular cluster, C30H70N10O10 overall (wB97M-V/def2-TZVPD).

Cartesian coordinates (Å):
C -2.960 -22.158 14.526
N -2.188 -22.179 15.806
C -2.666 -22.640 17.055
C -1.622 -22.618 18.149
O -3.745 -23.025 17.246
H -3.864 -21.671 14.703
H -3.216 -23.032 14.009
H -2.719 -21.414 13.776
H -1.420 -21.650 15.668
H -2.244 -21.970 18.923
H -0.677 -22.230 17.985
H -1.366 -23.559 18.389
C -5.336 -24.980 14.226
N -5.189 -26.346 13.647
C -4.156 -27.165 13.678
C -4.332 -28.389 12.898
O -3.116 -27.017 14.381
H -6.465 -24.840 14.393
H -5.186 -24.076 13.629
H -4.915 -24.759 15.294
H -6.080 -26.595 13.219
H -3.523 -29.133 13.123
H -4.480 -28.210 11.718
H -5.197 -28.857 12.865
C -8.019 -24.232 23.836
N -9.495 -24.429 24.006
C -10.142 -25.544 23.763
C -11.643 -25.694 24.155
O -9.569 -26.320 23.081
H -7.799 -23.858 22.841
H -7.506 -25.242 24.051
H -7.605 -23.588 24.627
H -10.025 -23.614 24.447
H -12.134 -24.792 24.511
H -11.587 -26.181 25.134
H -12.309 -26.109 23.475
C -10.031 -29.645 17.981
N -9.061 -29.829 16.859
C -8.493 -28.872 16.247
C -7.470 -29.171 15.207
O -8.716 -27.716 16.440
H -10.021 -28.710 18.453
H -9.821 -30.366 18.605
H -11.065 -29.745 17.627
H -8.892 -30.942 16.469
H -6.959 -30.098 15.496
H -6.681 -28.388 15.184
H -8.038 -29.355 14.282
C -0.269 -29.752 18.623
N -1.460 -28.898 18.435
C -2.267 -28.892 17.343
C -3.484 -28.077 17.154
O -1.847 -29.549 16.428
H -0.190 -30.110 19.707
H 0.628 -29.376 18.198
H -0.483 -30.473 18.010
H -1.887 -28.358 19.300
H -3.283 -27.054 16.981
H -3.857 -27.946 18.065
H -4.111 -28.669 16.415
C -9.171 -24.085 15.607
N -9.878 -25.194 16.054
C -11.273 -25.297 16.019
C -12.046 -26.501 16.588
O -11.922 -24.437 15.588
H -9.169 -23.959 14.422
H -8.153 -24.315 15.967
H -9.471 -23.034 15.931
H -9.608 -25.981 16.526
H -12.961 -26.380 16.878
H -11.561 -26.930 17.486
H -11.761 -27.280 15.877
C -5.527 -30.945 18.068
N -6.558 -30.071 18.655
C -6.201 -29.374 19.697
C -7.327 -28.490 20.367
O -5.078 -29.525 20.131
H -5.720 -31.743 18.625
H -4.525 -30.541 18.255
H -5.669 -31.090 16.948
H -7.379 -29.683 18.138
H -7.797 -27.806 19.635
H -6.762 -27.917 21.183
H -8.066 -29.167 20.920
C -6.446 -25.681 18.026
N -5.983 -24.482 18.728
C -6.065 -24.528 20.138
C -5.393 -23.374 20.873
O -6.707 -25.335 20.698
H -6.023 -25.743 16.893
H -7.405 -25.732 18.011
H -6.019 -26.600 18.373
H -5.301 -24.045 18.244
H -4.163 -23.687 20.938
H -5.904 -23.357 21.822
H -5.630 -22.333 20.587
C -2.966 -26.397 20.279
N -2.995 -27.851 20.736
C -2.552 -28.260 21.893
C -3.090 -29.576 22.362
O -1.705 -27.665 22.506
H -2.016 -25.868 20.574
H -3.952 -25.938 20.535
H -2.945 -26.404 19.183
H -3.578 -28.593 20.534
H -4.097 -29.417 22.743
H -2.651 -30.137 23.081
H -3.198 -30.172 21.602
C -7.030 -20.991 18.146
N -7.634 -22.260 18.468
C -9.057 -22.310 18.735
C -9.651 -23.662 19.203
O -9.783 -21.301 18.702
H -5.916 -21.268 17.922
H -7.084 -20.409 19.126
H -7.553 -20.405 17.223
H -6.986 -23.122 18.374
H -9.825 -23.855 20.213
H -8.932 -24.424 18.967
H -10.843 -23.899 19.001

The calculation puts the HOMO energy at -0.321 hartree. Its frontier orbital gap is 8.684 eV.

Entry y
Entry from the Open Molecules 2025 dataset: a 10-piece molecular cluster, C30H70N10O10 overall (wB97M-V/def2-TZVPD).

Cartesian coordinates (Å):
C -7.828 2.324 -6.749
N -8.602 1.062 -6.955
C -9.637 1.047 -8.047
C -8.294 -0.023 -6.281
O -8.971 -1.068 -6.334
H -7.155 2.328 -5.892
H -8.423 3.225 -6.603
H -7.165 2.538 -7.588
H -10.007 0.082 -8.395
H -10.534 1.658 -7.944
H -9.134 1.393 -8.950
H -7.338 0.207 -5.786
C -7.197 -4.802 4.254
N -6.639 -4.331 2.956
C -5.146 -4.122 3.017
C -7.378 -4.059 1.871
O -8.629 -4.092 1.775
H -6.920 -4.234 5.142
H -6.820 -5.818 4.374
H -8.279 -4.931 4.239
H -4.686 -5.061 3.324
H -4.689 -3.852 2.065
H -4.833 -3.418 3.788
H -6.670 -4.043 1.028
C 0.775 0.943 9.306
N 0.027 1.454 8.160
C -0.906 2.575 8.487
C 0.033 0.836 6.963
O 0.898 0.014 6.661
H 0.855 1.775 10.007
H 1.727 0.625 8.881
H 0.292 0.067 9.737
H -0.344 3.245 9.137
H -1.155 3.185 7.619
H -1.806 2.151 8.934
H -0.647 1.411 6.316
C 11.006 0.962 2.645
N 11.496 0.375 1.405
C 12.536 1.161 0.745
C 10.852 -0.617 0.777
O 9.879 -1.218 1.200
H 11.779 1.469 3.223
H 10.343 0.291 3.191
H 10.442 1.838 2.325
H 13.448 1.013 1.322
H 12.845 0.706 -0.196
H 12.315 2.226 0.678
H 11.299 -0.802 -0.212
C -0.125 -0.403 -2.012
N 1.077 -0.018 -1.241
C 1.794 -1.106 -0.564
C 1.477 1.271 -1.048
O 0.965 2.276 -1.406
H -0.819 -1.115 -1.565
H 0.238 -0.960 -2.875
H -0.731 0.337 -2.535
H 2.009 -1.903 -1.276
H 2.758 -0.860 -0.120
H 1.130 -1.583 0.157
H 2.431 1.337 -0.501
C 1.827 7.574 -6.044
N 2.089 6.494 -6.972
C 0.986 5.563 -7.155
C 3.304 6.227 -7.496
O 3.496 5.324 -8.304
H 2.632 8.299 -5.923
H 1.556 7.114 -5.094
H 0.930 8.097 -6.375
H 1.184 4.840 -7.946
H 0.777 5.044 -6.220
H 0.146 6.180 -7.475
H 4.083 6.969 -7.262
C -8.823 3.317 2.365
N -7.423 3.488 2.018
C -6.911 3.073 0.739
C -6.556 4.047 2.882
O -5.356 4.389 2.746
H -8.953 2.314 2.774
H -9.472 3.180 1.500
H -9.283 4.007 3.073
H -5.933 3.502 0.521
H -6.833 1.988 0.680
H -7.677 3.371 0.023
H -7.099 4.330 3.797
C 10.268 7.409 -2.042
N 9.006 7.227 -1.366
C 8.229 6.113 -1.857
C 8.742 7.848 -0.209
O 7.827 7.560 0.548
H 10.705 6.437 -2.270
H 11.080 7.849 -1.463
H 10.263 7.922 -3.004
H 8.179 6.066 -2.945
H 8.678 5.162 -1.570
H 7.321 6.103 -1.255
H 9.509 8.613 -0.010
C 5.513 -7.579 6.633
N 5.378 -6.458 5.749
C 5.357 -5.097 6.283
C 4.988 -6.635 4.464
O 4.707 -7.713 3.873
H 6.503 -7.780 7.044
H 5.118 -8.460 6.129
H 4.993 -7.424 7.579
H 5.153 -4.359 5.507
H 4.691 -4.945 7.133
H 6.376 -4.994 6.656
H 4.864 -5.665 3.958
C -6.566 -10.063 -5.096
N -6.198 -9.016 -4.139
C -6.446 -9.379 -2.767
C -5.660 -7.876 -4.595
O -5.514 -6.963 -3.872
H -6.128 -9.994 -6.092
H -7.648 -10.117 -5.216
H -6.343 -11.034 -4.654
H -5.947 -8.726 -2.051
H -7.492 -9.369 -2.464
H -6.041 -10.344 -2.460
H -5.375 -8.014 -5.650

The calculation puts the HOMO energy at -0.336 hartree. Its frontier orbital gap is 9.525 eV.

Entry z
Entry from the Open Molecules 2025 dataset: a 10-piece molecular cluster, C30H70N10O10 overall (wB97M-V/def2-TZVPD).

Cartesian coordinates (Å):
C -2.199 -4.897 0.008
N -2.404 -5.441 -1.328
C -2.289 -4.699 -2.440
C -2.436 -5.423 -3.749
O -2.142 -3.479 -2.414
H -1.197 -5.095 0.392
H -2.920 -5.400 0.651
H -2.356 -3.823 -0.021
H -2.703 -6.396 -1.396
H -1.467 -5.832 -4.046
H -2.775 -4.739 -4.520
H -3.100 -6.285 -3.671
C 5.693 -0.178 -5.261
N 4.286 -0.303 -4.953
C 3.480 0.778 -4.867
C 2.025 0.520 -4.545
O 3.899 1.920 -4.994
H 6.343 -0.088 -4.394
H 5.801 0.665 -5.943
H 6.062 -1.026 -5.844
H 3.887 -1.223 -4.909
H 1.335 0.645 -5.377
H 1.677 1.128 -3.713
H 1.864 -0.510 -4.202
C 3.193 -2.221 -0.695
N 3.016 -3.648 -0.478
C 2.042 -4.276 0.227
C 1.042 -3.456 1.000
O 2.032 -5.502 0.289
H 2.764 -1.844 -1.627
H 4.272 -2.095 -0.846
H 2.946 -1.550 0.124
H 3.701 -4.222 -0.934
H 0.238 -3.139 0.339
H 1.533 -2.621 1.504
H 0.670 -4.054 1.829
C 0.741 1.677 4.217
N 0.589 0.299 3.840
C -0.586 -0.333 3.854
C -0.489 -1.832 3.680
O -1.657 0.192 4.173
H 1.593 1.842 4.876
H -0.138 2.050 4.736
H 0.904 2.342 3.365
H 1.397 -0.249 3.562
H -1.238 -2.201 2.971
H -0.772 -2.325 4.609
H 0.487 -2.134 3.310
C -1.404 4.203 -2.018
N -2.304 3.100 -2.267
C -2.039 1.957 -2.923
C -3.216 0.989 -3.094
O -0.938 1.675 -3.370
H -1.339 4.446 -0.954
H -1.796 5.112 -2.481
H -0.421 4.004 -2.434
H -3.258 3.260 -1.996
H -3.024 0.400 -3.985
H -4.099 1.600 -3.313
H -3.407 0.380 -2.215
C -4.775 -0.974 3.900
N -5.340 -1.208 2.581
C -4.693 -1.849 1.598
C -5.451 -2.089 0.295
O -3.568 -2.315 1.741
H -4.862 -1.860 4.527
H -5.238 -0.104 4.360
H -3.715 -0.728 3.826
H -6.254 -0.831 2.403
H -5.378 -3.145 0.048
H -4.944 -1.510 -0.477
H -6.501 -1.801 0.338
C 5.147 -2.165 2.309
N 4.998 -0.751 1.990
C 4.058 0.033 2.547
C 3.946 1.411 1.975
O 3.319 -0.326 3.461
H 4.203 -2.525 2.709
H 5.965 -2.335 3.007
H 5.374 -2.728 1.404
H 5.461 -0.394 1.176
H 4.407 1.545 0.999
H 4.333 2.146 2.682
H 2.893 1.674 1.881
C -1.306 -0.879 -0.268
N 0.051 -0.501 -0.651
C 0.698 0.611 -0.278
C 0.051 1.611 0.657
O 1.841 0.805 -0.696
H -1.710 -1.541 -1.030
H -1.947 0.001 -0.188
H -1.319 -1.330 0.724
H 0.449 -1.030 -1.409
H -0.646 1.253 1.416
H -0.508 2.311 0.029
H 0.852 2.131 1.176
C -3.751 1.442 1.457
N -3.508 2.851 1.164
C -2.720 3.726 1.832
C -2.291 3.398 3.236
O -2.508 4.835 1.342
H -3.880 0.928 0.504
H -4.672 1.273 2.021
H -2.950 1.014 2.058
H -3.951 3.140 0.312
H -1.200 3.343 3.224
H -2.671 2.452 3.610
H -2.577 4.239 3.860
C 2.195 3.563 -2.102
N 2.579 3.545 -0.700
C 2.711 4.628 0.101
C 2.103 5.944 -0.332
O 3.192 4.488 1.228
H 2.207 4.547 -2.555
H 1.171 3.173 -2.199
H 2.775 2.801 -2.621
H 2.682 2.636 -0.274
H 1.152 5.710 -0.815
H 2.701 6.544 -1.017
H 1.920 6.525 0.567

The calculation puts the HOMO energy at -0.317 hartree. Its frontier orbital gap is 8.943 eV.

Decreasing stability: entry z, entry w, entry y, entry x